*P*
Density functional theory data (ωB97M-V/def2-TZVPD) for 2 unconnected molecules or ions with the total composition C6H14N2O2.

Values from the calculation:
SMILES	CNC(C)=O.CNC(C)=O
E_HOMO	-9.00	eV
orbital gap	9.584	eV
multiplicity	1

Last columns: bonded neighbours and bond lengths (Å).
Geometry (Å):
1 C 0.541 -1.547 -2.161  N2 1.443, H6 1.092, H7 1.083, H8 1.088
2 N 0.567 -2.432 -1.022  C1 1.443, C3 1.354, H9 1.004
3 C 0.713 -2.001 0.254  N2 1.354, C4 1.505, O5 1.218
4 C 0.864 -3.086 1.287  C3 1.505, H10 1.095, H11 1.088, H12 1.081
5 O 0.729 -0.828 0.578  C3 1.218
6 H 1.522 -1.526 -2.637  C1 1.092
7 H -0.200 -1.886 -2.873  C1 1.083
8 H 0.278 -0.544 -1.830  C1 1.088
9 H 0.332 -3.400 -1.151  N2 1.004
10 H -0.087 -3.253 1.804  C4 1.095
11 H 1.178 -4.037 0.862  C4 1.088
12 H 1.556 -2.805 2.068  C4 1.081
13 C -0.058 2.327 2.199  N14 1.456, H18 1.082, H19 1.084, H20 1.094
14 N -0.245 1.947 0.806  C13 1.456, C15 1.351, H21 1.006
15 C -1.163 2.590 0.050  N14 1.351, C16 1.513, O17 1.221
16 C -1.204 2.212 -1.414  C15 1.513, H22 1.082, H23 1.094, H24 1.088
17 O -1.918 3.433 0.510  C15 1.221
18 H -1.027 2.554 2.624  C13 1.082
19 H 0.458 1.519 2.704  C13 1.084
20 H 0.537 3.242 2.271  C13 1.094
21 H 0.345 1.223 0.433  N14 1.006
22 H -0.682 2.914 -2.051  C16 1.082
23 H -0.789 1.215 -1.585  C16 1.094
24 H -2.246 2.170 -1.725  C16 1.088

*Q*
Density functional theory data (ωB97M-V/def2-TZVPD) for 2 unconnected molecules or ions with the total composition C6H14N2O2.

Values from the calculation:
SMILES	CN(C)C=O.CN(C)C=O
E_HOMO	-9.00	eV
orbital gap	9.546	eV
multiplicity	1

Last columns: bonded neighbours and bond lengths (Å).
Geometry (Å):
1 C 0.679 -1.990 -0.143  N2 1.459, H6 1.090, H7 1.090, H8 1.090
2 N 1.488 -0.778 -0.080  C1 1.459, C3 1.505, C4 1.397
3 C 2.164 -0.455 -1.385  N2 1.505, H9 1.090, H10 1.090, H11 1.090
4 C 1.509 -0.146 1.166  N2 1.397, O5 1.242, H12 1.101
5 O 2.208 0.862 1.357  C4 1.242
6 H 1.178 -2.740 -0.756  C1 1.090
7 H -0.276 -1.714 -0.591  C1 1.090
8 H 0.428 -2.434 0.820  C1 1.090
9 H 1.663 0.276 -2.020  C3 1.090
10 H 3.178 -0.096 -1.214  C3 1.090
11 H 2.249 -1.373 -1.966  C3 1.090
12 H 0.956 -0.709 1.934  C4 1.101
13 C -0.709 2.054 0.076  N14 1.521, H18 1.090, H19 1.090, H20 1.090
14 N -1.657 0.876 0.241  C13 1.521, C15 1.487, C16 1.368
15 C -1.061 -0.364 0.806  N14 1.487, H21 1.090, H22 1.090, H23 1.090
16 C -2.894 1.144 -0.278  N14 1.368, O17 1.220, H24 1.101
17 O -3.803 0.331 -0.311  C16 1.220
18 H 0.229 1.651 -0.303  C13 1.090
19 H -0.515 2.598 1.001  C13 1.090
20 H -1.115 2.875 -0.514  C13 1.090
21 H -0.380 -0.212 1.643  C15 1.090
22 H -1.867 -1.020 1.136  C15 1.090
23 H -0.551 -0.822 -0.041  C15 1.090
24 H -3.100 2.183 -0.579  C16 1.101

Relative energies, unit kJ/mol: *P* 0.0; *Q* 410.8

*P*
Density functional theory data (ωB97M-V/def2-TZVPD) for 2 unconnected molecules or ions with the total composition C6H14N2O2.

Values from the calculation:
SMILES	CCNC=O.CCNC=O
E_HOMO	-8.71	eV
orbital gap	9.478	eV
multiplicity	1

Last columns: bonded neighbours and bond lengths (Å).
Geometry (Å):
1 C -2.068 3.573 -1.221  C2 1.621, H6 1.103, H7 1.103, H8 1.103
2 C -1.346 2.169 -1.586  C1 1.621, N3 1.483, H9 1.107, H10 1.107
3 N -0.992 1.514 -0.304  C2 1.483, C4 1.328, H11 1.023
4 C -0.313 0.376 -0.383  N3 1.328, O5 1.228, H12 1.117
5 O 0.331 0.002 -1.360  C4 1.228
6 H -2.921 3.353 -0.558  C1 1.103
7 H -2.448 4.061 -2.134  C1 1.103
8 H -1.392 4.275 -0.703  C1 1.103
9 H -2.013 1.525 -2.191  C2 1.107
10 H -0.447 2.386 -2.195  C2 1.107
11 H -1.351 1.764 0.621  N3 1.023
12 H -0.342 -0.228 0.556  C4 1.117
13 C -0.124 -1.680 1.578  C14 1.539, H18 1.103, H19 1.103, H20 1.103
14 C 0.779 -2.677 0.830  C13 1.539, N15 1.449, H21 1.107, H22 1.107
15 N 2.211 -2.485 0.941  C14 1.449, C16 1.320, H23 1.023
16 C 3.023 -1.626 0.356  N15 1.320, O17 1.253, H24 1.117
17 O 2.789 -0.805 -0.562  C16 1.253
18 H 0.218 -0.635 1.488  C13 1.103
19 H -0.126 -1.959 2.646  C13 1.103
20 H -1.156 -1.747 1.195  C13 1.103
21 H 0.486 -3.730 1.010  C14 1.107
22 H 0.478 -2.416 -0.202  C14 1.107
23 H 2.648 -3.246 1.468  N15 1.023
24 H 4.074 -1.762 0.709  C16 1.117

*Q*
Density functional theory data (ωB97M-V/def2-TZVPD) for 2 unconnected molecules or ions with the total composition C6H14N2O2.

Values from the calculation:
SMILES	CNC(C)=O.CNC(C)=O
E_HOMO	-9.63	eV
orbital gap	10.145	eV
multiplicity	1

Last columns: bonded neighbours and bond lengths (Å).
Geometry (Å):
1 C -2.112 -1.762 -0.299  N2 1.511, H6 1.124, H7 1.130, H8 1.098
2 N -2.475 -0.305 -0.466  C1 1.511, C3 1.405, H9 1.053
3 C -3.800 -0.131 -0.032  N2 1.405, C4 1.538, O5 1.217
4 C -4.123 1.363 0.139  C3 1.538, H10 1.125, H11 1.237, H12 1.179
5 O -4.616 -0.989 0.248  C3 1.217
6 H -3.062 -2.351 -0.179  C1 1.124
7 H -1.429 -1.974 -1.174  C1 1.130
8 H -1.508 -1.980 0.591  C1 1.098
9 H -1.862 0.551 -0.440  N2 1.053
10 H -3.169 1.931 -0.037  C4 1.125
11 H -4.793 1.747 1.105  C4 1.237
12 H -4.850 1.802 -0.680  C4 1.179
13 C 1.652 1.166 -0.637  N14 1.570, H18 1.233, H19 1.125, H20 1.177
14 N 2.879 0.881 0.301  C13 1.570, C15 1.349, H21 1.075
15 C 3.539 -0.184 -0.197  N14 1.349, C16 1.647, O17 1.290
16 C 4.567 -0.863 0.897  C15 1.647, H22 1.147, H23 1.135, H24 1.180
17 O 3.247 -0.674 -1.354  C15 1.290
18 H 2.117 0.675 -1.668  C13 1.233
19 H 0.681 0.657 -0.387  C13 1.125
20 H 1.533 2.334 -0.557  C13 1.177
21 H 3.133 1.291 1.263  N14 1.075
22 H 4.636 -0.299 1.893  C16 1.147
23 H 5.613 -0.944 0.465  C16 1.135
24 H 4.201 -1.941 1.205  C16 1.180

Relative energies, unit kJ/mol: *P* 0.0; *Q* 57.5

*P*
Density functional theory data (ωB97M-V/def2-TZVPD) for 2 unconnected molecules or ions with the total composition C6H14N2O2.

Values from the calculation:
SMILES	CNC(C)=O.CNC(C)=O
E_HOMO	-9.42	eV
orbital gap	9.962	eV
multiplicity	1

Last columns: bonded neighbours and bond lengths (Å).
Geometry (Å):
1 C 0.290 -0.925 -2.114  N2 1.474, H6 1.099, H7 1.086, H8 1.085
2 N 1.404 -0.382 -1.315  C1 1.474, C3 1.363, H9 0.999
3 C 1.686 0.951 -1.269  N2 1.363, C4 1.530, O5 1.209
4 C 3.093 1.246 -0.745  C3 1.530, H10 1.091, H11 1.094, H12 1.087
5 O 0.908 1.802 -1.631  C3 1.209
6 H -0.542 -0.968 -1.399  C1 1.099
7 H -0.108 -0.274 -2.887  C1 1.086
8 H 0.465 -1.960 -2.392  C1 1.085
9 H 2.069 -1.102 -1.124  N2 0.999
10 H 3.591 0.422 -0.231  C4 1.091
11 H 3.593 1.405 -1.705  C4 1.094
12 H 3.122 2.041 -0.005  C4 1.087
13 C -2.161 1.624 1.239  N14 1.436, H18 1.088, H19 1.088, H20 1.096
14 N -1.384 0.441 1.479  C13 1.436, C15 1.361, H21 1.013
15 C -1.880 -0.812 1.292  N14 1.361, C16 1.488, O17 1.226
16 C -1.038 -2.010 1.561  C15 1.488, H22 1.088, H23 1.094, H24 1.087
17 O -3.059 -0.906 0.970  C15 1.226
18 H -3.204 1.484 1.514  C13 1.088
19 H -1.733 2.439 1.817  C13 1.088
20 H -2.210 1.912 0.183  C13 1.096
21 H -0.425 0.564 1.782  N14 1.013
22 H -0.510 -2.397 0.691  C16 1.088
23 H -0.275 -1.818 2.320  C16 1.094
24 H -1.692 -2.777 1.967  C16 1.087

*Q*
Density functional theory data (ωB97M-V/def2-TZVPD) for 2 unconnected molecules or ions with the total composition C6H14N2O2.

Values from the calculation:
SMILES	CNC(C)=O.CNC(C)=O
E_HOMO	-9.53	eV
orbital gap	9.997	eV
multiplicity	1

Last columns: bonded neighbours and bond lengths (Å).
Geometry (Å):
1 C 0.529 0.441 -2.816  N2 1.446, H6 1.077, H7 1.096, H8 1.087
2 N 0.151 -0.430 -1.727  C1 1.446, C3 1.366, H9 1.009
3 C -0.600 -1.546 -1.969  N2 1.366, C4 1.505, O5 1.217
4 C -1.128 -2.263 -0.756  C3 1.505, H10 1.086, H11 1.080, H12 1.098
5 O -0.820 -1.936 -3.101  C3 1.217
6 H -0.256 1.124 -3.093  C1 1.077
7 H 1.322 1.104 -2.448  C1 1.096
8 H 0.815 -0.139 -3.690  C1 1.087
9 H 0.167 -0.112 -0.770  N2 1.009
10 H -1.317 -1.592 0.076  C4 1.086
11 H -1.992 -2.844 -1.046  C4 1.080
12 H -0.370 -2.981 -0.418  C4 1.098
13 C 1.244 -0.683 2.128  N14 1.461, H18 1.083, H19 1.078, H20 1.079
14 N 0.690 0.485 1.446  C13 1.461, C15 1.386, H21 1.012
15 C -0.219 1.279 2.127  N14 1.386, C16 1.500, O17 1.207
16 C -0.593 2.535 1.396  C15 1.500, H22 1.090, H23 1.095, H24 1.098
17 O -0.754 0.930 3.151  C15 1.207
18 H 0.751 -1.579 1.774  C13 1.083
19 H 2.319 -0.768 2.089  C13 1.078
20 H 0.979 -0.645 3.173  C13 1.079
21 H 1.391 1.024 0.953  N14 1.012
22 H -0.611 3.450 1.986  C16 1.090
23 H -0.068 2.768 0.464  C16 1.095
24 H -1.631 2.379 1.073  C16 1.098

*R*
Density functional theory data (ωB97M-V/def2-TZVPD) for 2 unconnected molecules or ions with the total composition C6H14N2O2.

Values from the calculation:
SMILES	CNC(C)=O.CNC(C)=O
E_HOMO	-9.15	eV
orbital gap	9.675	eV
multiplicity	1

Last columns: bonded neighbours and bond lengths (Å).
Geometry (Å):
1 C 0.944 2.326 1.856  N2 1.462, H6 1.096, H7 1.076, H8 1.099
2 N 0.160 1.599 2.854  C1 1.462, C3 1.381, H9 1.019
3 C -0.711 0.615 2.430  N2 1.381, C4 1.537, O5 1.263
4 C -1.615 -0.102 3.446  C3 1.537, H10 1.254, H11 1.056, H12 1.092
5 O -1.009 0.473 1.211  C3 1.263
6 H 0.376 3.000 1.205  C1 1.096
7 H 1.708 2.970 2.254  C1 1.076
8 H 1.455 1.665 1.141  C1 1.099
9 H 0.083 2.044 3.767  N2 1.019
10 H -2.408 -0.749 2.721  C4 1.254
11 H -1.120 -0.903 3.922  C4 1.056
12 H -2.103 0.650 4.070  C4 1.092
13 C -0.588 0.632 -2.879  N14 1.478, H18 1.133, H19 1.059, H20 1.121
14 N -0.275 -0.558 -2.061  C13 1.478, C15 1.372, H21 1.053
15 C 0.675 -1.481 -2.420  N14 1.372, C16 1.492, O17 1.229
16 C 1.240 -2.249 -1.272  C15 1.492, H22 1.108, H23 1.162, H24 1.047
17 O 1.198 -1.686 -3.513  C15 1.229
18 H 0.279 1.218 -3.313  C13 1.133
19 H -1.255 0.311 -3.635  C13 1.059
20 H -1.099 1.441 -2.295  C13 1.121
21 H -0.440 -0.347 -1.042  N14 1.053
22 H 0.524 -3.032 -0.956  C16 1.108
23 H 2.282 -2.725 -1.470  C16 1.162
24 H 1.345 -1.588 -0.466  C16 1.047

Relative energies, unit kJ/mol: *P* 27.5; *Q* 0.0; *R* 115.9

*P*
Density functional theory data (ωB97M-V/def2-TZVPD) for a gas-phase ion, C4H10N2O (charge +1).

Values from the calculation:
E_HOMO (alpha / beta)	-14.17 / -14.15	eV
orbital gap (alpha / beta)	10.740 / 5.944	eV
multiplicity	2
charge	+1

Last columns: bonded neighbours and bond lengths (Å).
Geometry (Å):
1 N 1.511 0.636 1.464  C2 1.489, H8 1.017, H9 1.006
2 C 0.041 0.719 1.682  N1 1.489, C3 1.519, H10 1.095, H11 1.077
3 C -0.823 0.537 0.446  C2 1.519, N4 1.424, O7 1.192
4 N -0.437 -0.318 -0.626  C3 1.424, C5 1.440, C6 1.436
5 C -1.452 -0.686 -1.579  N4 1.440, H12 1.082, H13 1.089, H14 1.086
6 C 0.913 -0.600 -1.028  N4 1.436, H15 1.095, H16 1.073, H17 1.098
7 O -1.855 1.124 0.341  C3 1.192
8 H 1.962 1.465 1.844  N1 1.017
9 H 1.893 -0.148 1.966  N1 1.006
10 H -0.190 -0.078 2.397  C2 1.095
11 H -0.177 1.704 2.059  C2 1.077
12 H -2.445 -0.391 -1.265  C5 1.082
13 H -1.417 -1.766 -1.712  C5 1.089
14 H -1.324 -0.142 -2.510  C5 1.086
15 H 1.575 0.250 -1.223  C6 1.095
16 H 1.388 -1.186 -0.265  C6 1.073
17 H 0.836 -1.120 -1.992  C6 1.098

*Q*
Density functional theory data (ωB97M-V/def2-TZVPD) for 2 unconnected molecules or ions with the total composition C4H10N2O.

Values from the calculation:
E_HOMO (alpha / beta)	-15.02 / -14.98	eV
orbital gap (alpha / beta)	7.914 / 7.839	eV
multiplicity	2
charge	+1

Last columns: bonded neighbours and bond lengths (Å).
Geometry (Å):
1 C 0.481 -0.288 -0.052  C2 1.446, C3 1.627, N5 1.368, H9 1.078
2 C -0.473 0.492 0.704  C1 1.446, C3 1.631, H10 1.081, H11 1.080
3 C 0.246 -0.741 1.493  C1 1.627, C2 1.631, O4 1.168, H12 1.098
4 O 1.038 -0.473 2.307  C3 1.168
5 N -0.103 -1.068 -1.011  C1 1.368, C6 1.543, H8 1.011
6 C -1.207 -0.335 -1.802  N5 1.543, N7 1.372, H14 1.093, H15 1.100
7 N -1.047 1.026 -1.876  C6 1.372, H17 1.027
8 H 0.624 -1.359 -1.650  N5 1.011
9 H 1.452 0.152 -0.216  C1 1.078
10 H -0.133 1.448 1.077  C2 1.081
11 H -1.543 0.354 0.732  C2 1.080
12 H -0.252 -1.689 1.734  C3 1.098
13 H 3.010 1.201 2.285  H16 0.714
14 H -1.236 -0.911 -2.731  C6 1.093
15 H -2.112 -0.672 -1.275  C6 1.100
16 H 2.699 1.281 2.923  H13 0.714
17 H -1.444 1.584 -2.640  N7 1.027

Relative energies, unit kJ/mol: *P* 0.0; *Q* 486.4